[1]
Density functional theory data (wB97M-V/def2-TZVPD) for 5 unconnected molecules or ions with the total composition C2H15NO5 in a non-equilibrium geometry.

Last column: natural (NBO) charge in e.
Atoms and positions in Å:
C 1.6307 1.0082 -0.5505  -0.44
N 1.1852 1.8917 0.5207  -0.65
C 1.2368 1.0979 1.8443  0.08
O 0.1406 0.2483 1.7050  -0.75
H 1.0053 0.1775 -0.8753  0.20
H 2.7470 0.6908 -0.3337  0.17
H 1.7388 1.7487 -1.3775  0.21
H 0.1746 2.1891 0.4729  0.35
H 2.0934 0.4053 1.9473  0.19
H 1.1746 1.8809 2.6447  0.16
H -0.6875 0.6722 1.6520  0.48
H -2.9581 0.5994 0.9845  0.48
H -3.0465 2.0876 0.5307  0.49
O -2.4145 1.3799 0.9651  -0.96
H -1.6171 0.0430 -1.9388  0.47
H -1.3135 -1.3523 -2.7680  0.50
O -0.9770 -0.5984 -2.1405  -0.97
H 2.5620 -1.1134 -0.6404  0.47
H 1.3060 -1.9195 -0.4797  0.47
O 2.2953 -2.0667 -0.4084  -0.94
H -1.2996 -3.1250 -0.6023  0.48
H -2.7762 -2.8587 -0.1328  0.47
O -2.2002 -3.0865 -1.0191  -0.94

Cartesian forces (eV/Å) of the 3 atoms listed first:
1.96 1.89 -1.02
0.58 -0.80 2.55
-1.29 1.76 -2.13

Values from the calculation:
HOMO-LUMO gap, eV: 8.46
SMILES: CNCO.O.O.O.O
LUMO, eV: -0.178
2S+1: 1

---

[2]
Density functional theory data (wB97M-V/def2-TZVPD) for a molecular structure, C2H16FO6Zr in a non-equilibrium geometry.

Last column: Löwdin charge in e.
Atoms and positions in Å:
Zr 3.3134 -23.6028 -7.6625  2.38
F 2.8347 -24.2805 -5.6328  -0.38
C 0.6082 -27.1672 -6.4049  -0.11
O 1.6593 -27.6570 -7.1854  -0.08
H 0.8017 -26.3444 -5.7167  0.07
H -0.2330 -26.7525 -6.9603  0.10
H 0.1073 -27.9602 -5.8495  0.12
H 1.3850 -28.5339 -7.4637  0.14
C 4.6758 -22.7597 -2.9366  -0.03
O 4.8950 -23.9658 -3.7176  0.01
H 5.3997 -22.7521 -2.1217  0.11
H 4.8092 -21.8539 -3.5281  0.11
H 3.7100 -22.7604 -2.4312  0.11
H 4.1398 -24.1968 -4.2634  0.02
O 5.3648 -24.5614 -6.9698  -0.06
H 5.5703 -25.4961 -6.9513  0.12
H 6.2080 -24.1276 -6.8392  0.13
O 3.3473 -25.9384 -7.8938  -0.07
H 3.9597 -26.3823 -8.4804  0.12
H 2.6882 -26.6014 -7.6885  0.01
O 1.1407 -23.8200 -3.3212  -0.01
H 1.6849 -23.5521 -4.0617  -0.04
H 0.9584 -24.7461 -3.4800  0.04
O 1.7590 -22.0536 -6.9126  -0.05
H 1.3280 -21.4683 -7.5355  0.13
H 1.3129 -21.8902 -6.0816  0.13

Cartesian forces (eV/Å) of the 3 atoms listed first:
-0.44 -4.53 6.72
0.91 1.84 -4.84
-2.70 0.55 0.95

Values from the calculation:
HOMO-LUMO gap, eV: 3.31
Net charge: +3
LUMO, eV: -16.803
2S+1: 1

---

[3]
Density functional theory data (wB97M-V/def2-TZVPD) for 5 unconnected molecules or ions with the total composition C2H16NO4 in a non-equilibrium geometry.

Last column: Löwdin spin population.
Atoms and positions in Å:
C 0.8101 -0.7106 2.4471  0.00
N 0.5355 0.0924 1.2032  0.00
C -0.1283 1.3869 1.4367  0.00
H 1.5409 -1.4631 2.1817  0.00
H 1.1308 -0.0605 3.2437  0.00
H -0.0798 -1.2577 2.7167  0.00
H 0.0088 -0.5343 0.5962  0.00
H 1.3725 0.2041 0.6601  0.00
H -0.4786 1.5467 2.4554  0.00
H -0.8907 1.6499 0.7128  0.00
H 0.5704 2.2119 1.2850  0.00
H 0.8828 -1.2527 -1.7529  0.00
H 0.0719 -0.3151 -2.5722  -0.01
O 0.8836 -0.2852 -2.0134  0.59
H 1.9253 -2.9659 -0.5991  0.00
H 2.7005 -1.7916 -0.1894  0.00
O 1.8476 -2.2148 0.0151  0.00
H -1.8403 -0.6059 -1.9437  0.00
H -1.7330 0.5571 -0.8942  0.00
O -1.3536 -0.3500 -1.1366  0.41
H -3.2975 2.1998 -1.3000  0.00
H -1.9864 2.5429 -2.0586  0.00
O -2.3340 2.1054 -1.2686  0.00

Cartesian forces (eV/Å) of the 3 atoms listed first:
0.26 -0.41 -0.21
-0.56 -0.86 0.31
0.15 1.98 -0.07

Values from the calculation:
HOMO-LUMO gap (alpha / beta), eV: 12.53 / 6.13
Net charge: +2
LUMO (alpha / beta), eV: -7.528 / -13.914
2S+1: 2